[1]
The following is a quantum chemistry calculation of the molecule C3H5N3, from OMol25.

Energy above the lowest of the compared OMol25 structures with the same formula, charge and spin ... 13.1 kcal/mol
SMILES string ... Cn1cncn1
HOMO-LUMO gap ... 10.852 eV

Atoms and positions in Å:
C1 1.08754 -1.23764 0.06613
N1 0.25294 -0.02835 0.06884
C2 -0.47800 0.42555 -0.96849
N2 -1.34339 1.33472 -0.59007
C3 -1.12063 1.41149 0.74592
N3 -0.17436 0.60939 1.20795
H1 2.16793 -1.05202 0.05284
H2 0.84275 -1.82665 0.94954
H3 0.84723 -1.84258 -0.81771
H4 -0.39018 0.07125 -1.98506
H5 -1.72668 2.08214 1.35044

---

[2]
The following is a quantum chemistry calculation of a structure of composition C45H43F9N2O4PdS2Sb, from OMol25.

Energy above the lowest of the compared OMol25 structures with the same formula, charge and spin ... 0.0 kcal/mol
Total charge ... -1
HOMO-LUMO gap (spin up / spin down) ... 6.714 / 6.327 eV
Spin multiplicity ... 3
Expectation value of S² ... 2.023

Atoms and positions in Å:
Pd1 0.10537 -0.05676 -0.81781
C1 -0.55832 1.30960 -2.35414
C2 -1.94945 1.75669 -2.19455
C3 -2.25972 3.03578 -1.71684
C4 -3.57385 3.46390 -1.60698
C5 -4.61955 2.61907 -1.95098
C6 -4.33131 1.33472 -2.40255
C7 -3.01922 0.91175 -2.52501
H1 0.14004 2.14715 -2.35171
H2 -0.41005 0.68912 -3.24132
H3 -1.44995 3.70833 -1.44918
H4 -3.78346 4.46272 -1.24289
H5 -5.64520 2.95267 -1.85776
H6 -5.13318 0.65735 -2.67002
H7 -2.80684 -0.08523 -2.89410
F1 0.67024 0.97678 7.13209
C8 0.20585 0.93811 5.86190
C9 -1.12518 1.22746 5.63723
C10 -1.59776 1.18940 4.33245
C11 -0.74702 0.86329 3.27858
C12 0.59333 0.58010 3.54251
C13 1.07785 0.61411 4.84372
Sb1 -1.44041 0.74297 1.25971
C14 -3.20948 1.91621 1.56093
C15 -3.07892 3.26281 1.89570
C16 -4.19480 4.06596 2.07385
C17 -5.44171 3.49779 1.90213
F2 -6.53713 4.27538 2.07142
C18 -5.61145 2.17231 1.56651
C19 -4.48144 1.38211 1.39449
C20 -2.40057 -1.16734 1.37648
C21 -2.70299 -1.78383 2.58948
C22 -3.31391 -3.02897 2.61918
C23 -3.60828 -3.64664 1.41846
F3 -4.19457 -4.86479 1.45190
C24 -3.31645 -3.07634 0.19831
C25 -2.70897 -1.82757 0.18835
H8 -1.76944 1.47549 6.46981
H9 -2.63895 1.41658 4.13819
H10 1.25478 0.33020 2.71723
H11 2.11242 0.39327 5.06935
H12 -2.09279 3.69550 2.02543
H13 -4.11076 5.11171 2.33748
H14 -6.60854 1.77364 1.43647
H15 -4.60032 0.33844 1.13023
H16 -2.45755 -1.29468 3.52453
H17 -3.55096 -3.52429 3.55121
H18 -3.53431 -3.58846 -0.72962
H19 -2.47696 -1.38813 -0.77729
C26 0.42477 -4.38981 1.69673
C27 1.48198 -3.49251 1.11532
C28 2.63018 -4.01815 0.53569
C29 3.56748 -3.17621 -0.06042
C30 4.81613 -3.74323 -0.68446
C31 3.34379 -1.81095 -0.09683
C32 2.18929 -1.23741 0.47307
C33 1.29470 -2.12199 1.10710
N1 1.81132 0.09212 0.45631
C34 2.73867 1.14622 0.05881
C35 3.97840 1.12234 0.97509
C36 4.90636 2.30175 0.66736
C37 5.34098 2.24069 -0.80015
C38 4.10874 2.32323 -1.70623
C39 3.36539 3.63471 -1.44079
C40 2.92944 3.67966 0.02655
C41 4.16751 3.61756 0.92439
C42 2.02346 2.48429 0.32533
C43 3.18126 1.13838 -1.41839
H20 0.72530 -5.43604 1.64256
H21 -0.50445 -4.27180 1.13605
H22 0.21756 -4.14174 2.73981
H23 2.78726 -5.09106 0.52537
H24 4.71168 -4.81319 -0.86348
H25 5.67917 -3.59346 -0.03092
H26 5.03235 -3.25916 -1.63723
H27 4.06382 -1.19374 -0.61564
H28 0.40837 -1.70909 1.57937
H29 4.52343 0.18136 0.86525
H30 3.63241 1.17332 2.01324
H31 5.78858 2.24383 1.31334
H32 5.87913 1.30645 -0.99047
H33 6.02823 3.06414 -1.02202
H34 4.42177 2.28360 -2.75399
H35 2.49013 3.70449 -2.09412
H36 4.01227 4.48954 -1.66626
H37 2.37964 4.60628 0.22115
H38 3.87123 3.67891 1.97635
H39 4.82673 4.46792 0.71931
H40 1.11949 2.53168 -0.28732
H41 1.70617 2.49849 1.37432
H42 3.67805 0.20703 -1.68614
H43 2.29007 1.19726 -2.05052
F4 2.57522 -3.86100 -3.29857
C44 1.26534 -3.97778 -3.54963
F5 0.85373 -5.13920 -3.06010
F6 1.10004 -3.98479 -4.87323
S1 0.35892 -2.54422 -2.76861
O1 -0.13344 -3.06445 -1.52323
O2 1.33481 -1.48016 -2.72964
N2 -0.77170 -2.14979 -3.78597
S2 -2.08786 -3.01766 -3.91308
O3 -3.17424 -2.52818 -3.10546
O4 -1.86863 -4.43588 -3.97063
C45 -2.54826 -2.51167 -5.62403
F7 -3.68936 -3.12258 -5.96230
F8 -1.61183 -2.85908 -6.50670
F9 -2.73915 -1.19471 -5.70389

---

Number 1: total energy -281.569126 Ha. Number 2: total energy -4214.412735 Ha.